C5H6O in the gas phase at a distorted geometry. Source: the OMol25 dataset; level of theory: wB97M-V/def2-TZVPD.

Computed properties:
max |F|	0.020	hartree/bohr
Kohn-Sham gap	0.382	Ha
E_tot	-7325.5949	eV
HOMO	-9.83	eV
energy relative to the best compared isomer or geometry (same formula, charge and spin)	356.0	kJ/mol
total charge	0

Last column: natural (NBO) charge in e.
Element x y z (Å)
C1 -2.0445 0.5912 0.4556  -0.213
C2 -2.0267 -0.9163 0.5095  0.364
C3 0.6317 0.4946 0.3503  -0.512
H1 1.1253 0.9256 -1.7199  0.219
H2 1.4017 -0.7652 -1.2549  0.228
H3 0.9542 -0.1745 1.1611  0.250
H4 2.5083 0.5070 -0.6932  0.216
H5 -2.4205 -1.3474 1.4468  0.147
O1 -1.5209 -1.6280 -0.3380  -0.560
C4 1.4609 0.2712 -0.9126  -0.595
C5 -0.8118 0.5245 0.2733  0.192
H6 0.7422 1.5173 0.7221  0.264

Cartesian forces (eV/Å) of the 3 atoms listed first:
C 0.5 -0.4 -0.4
C 0.1 -0.9 -0.3
C 0.1 0.3 0.1

A molecular structure, C20H24BCl2FN8O6PW at a distorted geometry. Source: the OMol25 dataset; level of theory: wB97M-V/def2-TZVPD.

Computed properties:
max |F|	0.019	hartree/bohr
Kohn-Sham gap (spin up / spin down)	0.313 / 0.298	Ha
E_tot	-84885.0031	eV
HOMO (spin up / spin down)	-11.85 / -12.45	eV
energy relative to the best compared isomer or geometry (same formula, charge and spin)	361.5	kJ/mol
total charge	+1
2S+1	3

Last column: natural (NBO) charge in e.
Element x y z (Å)
C1 1.8125 2.4339 -0.8231  0.617
N1 -2.4203 0.1005 1.2218  -0.356
C2 -2.9796 -1.7517 -2.5306  0.042
C3 -4.1575 0.3431 2.5910  -0.310
C4 -4.5796 0.4611 1.2757  0.055
B1 -3.4286 0.3467 -1.0698  0.529
C5 -1.1330 -3.3290 1.0548  -0.956
N2 -2.5318 1.5063 -1.5685  -0.314
C6 -1.6434 3.2590 -2.5769  -0.319
N3 4.7728 0.7415 -0.0140  -0.662
C7 4.2045 1.2445 1.1724  0.793
H1 2.4930 -2.6881 -0.0123  0.260
N4 -1.2129 1.5304 -1.2473  -0.376
H2 -4.5159 0.4155 -1.5568  -0.002
H3 -1.5197 4.1493 -3.1673  0.252
H4 1.8240 2.5187 2.2718  0.252
H5 -4.7588 0.4094 3.4790  0.257
C8 -2.8040 2.5416 -2.3678  0.051
O1 4.8781 1.8699 1.9455  -0.562
C9 4.3647 0.1377 -1.1864  0.639
C10 2.9215 0.2858 -1.7530  0.264
H6 0.4454 -2.0507 3.3450  0.272
C11 0.9841 0.7254 3.0889  0.806
H7 -5.5582 0.6225 0.8560  0.243
C12 2.1698 1.5219 2.5486  -0.363
O2 0.1492 0.1047 2.2467  -0.791
H8 5.7837 0.7870 0.0442  0.450
C13 0.7467 3.1008 -1.6794  -0.564
O3 2.6703 3.0802 -0.2879  -0.486
H9 -1.5778 -3.5024 0.0755  0.253
H10 -1.7281 -3.1522 -3.6988  0.257
C14 -0.6648 2.5989 -1.8352  0.227
N5 2.9086 0.8986 1.4579  -0.154
C15 -0.8482 -1.9258 -2.0794  -0.002
H11 0.2075 -2.1268 -2.0787  0.232
C16 -2.7923 0.1325 2.5121  0.017
H12 2.8897 1.6198 3.3566  0.284
P1 0.3219 -2.2554 0.9285  1.076
C17 1.9189 0.8998 -0.7673  -0.062
W1 -0.5246 0.2458 0.3718  1.419
Cl1 2.9866 1.1326 -3.2851  0.054
H13 -2.0481 0.0248 3.2843  0.261
O4 2.2062 0.2303 0.4677  -0.370
H14 0.7101 4.1263 -1.3098  0.287
H15 -3.8038 2.6869 -2.7404  0.243
F1 2.4843 -0.9906 -1.9933  -0.330
N6 -2.6818 -0.9271 -1.5228  -0.312
C18 1.1035 -2.3961 2.5529  -0.938
H16 1.6371 -4.1688 0.4377  0.251
Cl2 -0.5018 2.5439 1.1800  -0.390
C19 -1.8355 -2.4265 -2.9136  -0.321
O5 5.1421 -0.4698 -1.8680  -0.502
N7 -3.5275 0.3225 0.4679  -0.309
H17 0.9677 0.4240 -1.0885  0.190
H18 1.3488 -3.4490 2.7037  0.244
H19 -3.9830 -1.7780 -2.9204  0.245
H20 1.2751 -3.3793 -1.0891  0.244
C20 1.5314 -3.1983 -0.0517  -0.941
H21 -1.8779 -2.8524 1.6932  0.254
N8 -1.3624 -1.0406 -1.2179  -0.367
H22 -0.8492 -4.2857 1.4957  0.252
H23 2.0248 -1.8156 2.5846  0.253
O6 0.7802 0.6807 4.2710  -0.547
H24 1.1854 3.1548 -2.6816  0.278

Cartesian forces (eV/Å) of the 3 atoms listed first:
C 0.0 0.0 0.1
N 0.0 0.1 -0.2
C -0.1 0.0 0.0

A molecular structure, C5H6O at a distorted geometry. Source: the OMol25 dataset; level of theory: wB97M-V/def2-TZVPD.

Computed properties:
max |F|	0.103	hartree/bohr
Kohn-Sham gap (spin up / spin down)	0.317 / 0.322	Ha
E_tot	-7321.4097	eV
HOMO (spin up / spin down)	-9.12 / -9.18	eV
energy relative to the best compared isomer or geometry (same formula, charge and spin)	759.8	kJ/mol
total charge	0

Last column: natural (NBO) charge in e.
Element x y z (Å)
C1 1.7691 0.3493 0.4085  -0.252
C2 0.8952 1.2119 -0.1587  -0.171
H1 -1.8953 -0.2129 0.7998  0.225
C3 -1.7270 0.0353 -0.1823  -0.623
H2 2.8954 0.2473 0.6596  0.234
H3 0.2604 -2.4092 1.3397  0.012
H4 0.9061 2.1922 -0.6522  0.225
O1 0.4072 -0.9144 -1.0201  -0.506
H5 -1.8829 -0.8061 -0.7177  0.238
H6 -2.2571 0.9247 -0.4702  0.221
C4 -0.2110 0.1520 -0.2720  0.136
C5 0.8397 -0.7701 0.2656  0.261

Cartesian forces (eV/Å) of the 3 atoms listed first:
C 3.1 1.1 0.4
C 0.1 0.2 0.0
H -1.0 -0.3 2.5

C4H9NO2S in the gas phase at a distorted geometry. Source: the OMol25 dataset; level of theory: wB97M-V/def2-TZVPD.

Computed properties:
max |F|	0.062	hartree/bohr
Kohn-Sham gap	0.365	Ha
E_tot	-20713.3150	eV
HOMO	-9.22	eV
energy relative to the best compared isomer or geometry (same formula, charge and spin)	165.8	kJ/mol
total charge	0
SMILES	N[C@H](CCS)C(=O)O

Last column: natural (NBO) charge in e.
Element x y z (Å)
H1 -0.9064 -0.6705 0.5580  0.229
H2 -0.4417 1.7052 1.4996  0.206
H3 1.6447 0.1785 0.0270  0.209
H4 -1.4940 1.0043 -1.7179  0.369
H5 0.7270 1.4922 -0.8990  0.224
H6 1.1435 2.3586 1.4897  0.221
O1 0.5918 -1.3161 -2.3221  -0.533
C1 -0.5250 -0.2798 -0.4025  -0.162
C2 0.5524 1.3477 1.3691  -0.519
H7 -2.3085 0.6481 -0.2980  0.370
H8 -0.6576 -3.3126 -0.9339  0.516
H9 1.6908 -0.5782 1.8662  0.114
C3 0.6693 0.7310 -0.0606  -0.417
O2 -0.1216 -2.5122 -0.5980  -0.770
N1 -1.6804 0.3118 -0.9998  -0.828
C4 -0.0122 -1.3394 -1.3069  0.802
S1 1.1280 0.2316 2.7290  -0.031

Cartesian forces (eV/Å) of the 3 atoms listed first:
H 0.7 -0.4 -0.6
H -1.1 -0.2 0.6
H -0.8 0.4 -0.9

8 unconnected molecules or ions with the total composition C7H28FN14O7 at a distorted geometry. Source: the OMol25 dataset; level of theory: wB97M-V/def2-TZVPD.

Computed properties:
max |F|	0.157	hartree/bohr
Kohn-Sham gap	0.333	Ha
E_tot	-45631.7687	eV
HOMO	-6.77	eV
energy relative to the best compared isomer or geometry (same formula, charge and spin)	397.2	kJ/mol
total charge	-1

Last column: natural (NBO) charge in e.
Element x y z (Å)
H1 -1.0679 0.3501 -0.6606  0.412
N1 -0.1583 -1.1857 -3.6455  -0.806
H2 0.0473 -2.0508 -4.1243  0.382
O1 1.3874 4.3319 0.3020  -0.692
N2 -0.3837 2.9352 0.1643  -0.843
N3 -0.7375 -0.4657 -5.6009  -0.801
N4 2.9640 -1.0373 -0.3561  -0.835
H3 1.4504 -0.7662 3.2795  0.392
H4 -1.6569 4.7754 0.4864  0.390
H5 -1.0732 -1.2115 1.4417  0.414
O2 0.0681 -4.0037 -1.7287  -0.677
N5 0.6782 -5.3988 -0.1691  -0.816
N6 1.6533 2.2560 2.4603  -0.812
N7 1.3855 0.0679 2.7136  -0.890
H6 0.1962 2.1116 0.0902  0.407
H7 -0.3986 -1.3887 -5.8318  0.372
H8 0.4169 -2.3885 -0.0535  0.428
C1 1.9616 1.1979 3.1791  0.762
H9 -2.0986 0.0761 4.3244  0.405
O3 4.7793 0.2468 -0.9745  -0.710
C2 3.5467 0.0457 -0.7972  0.759
H10 1.6517 0.6541 -0.9854  0.405
H11 -0.6916 0.0347 3.1841  0.412
H12 -1.8443 0.5772 -2.1503  0.424
H13 -0.2210 -1.0772 -2.6433  0.429
F1 0.2493 -0.2067 0.1884  -0.878
N8 -0.6909 5.0327 0.3426  -0.834
N9 -1.9443 0.4352 -1.1554  -0.868
H14 0.8364 -0.0181 1.8703  0.425
H15 -2.3963 -2.4171 1.5919  0.412
O4 2.7832 1.1850 4.1482  -0.713
H16 2.0016 -0.9715 -0.0569  0.411
H17 2.0844 3.1351 2.7083  0.416
H18 3.4806 -1.7163 0.1843  0.383
N10 -1.6370 -0.1835 3.4644  -0.869
H19 -1.3902 2.8677 0.2148  0.410
H20 2.8908 1.6614 -1.7057  0.398
N11 -1.9075 -1.5800 1.8756  -0.827
O5 -1.0244 0.8239 -3.8808  -0.711
C3 -2.9974 0.9418 -0.6391  0.745
H21 0.9113 -3.4987 1.1460  0.370
H22 -3.4903 1.2283 1.3125  0.399
N12 -2.7541 1.1036 0.6324  -0.852
O6 -3.5064 -1.4499 3.3885  -0.719
C4 0.2071 4.0989 0.2589  0.751
C5 -2.4922 -0.9777 2.8175  0.742
N13 2.6139 0.9566 -1.0374  -0.836
H23 -0.2663 5.9466 0.4109  0.404
O7 -3.9877 1.2680 -1.2973  -0.706
C6 -0.6226 -0.2159 -4.3687  0.741
H24 -0.8953 0.2834 -6.2597  0.413
H25 0.4028 -6.2292 -0.6738  0.407
H26 1.2710 -5.3596 0.6477  0.379
H27 1.1598 2.1688 1.5834  0.400
N14 0.6606 -3.3403 0.1806  -0.826
C7 0.5138 -4.2539 -0.6805  0.729
H28 -1.9185 0.5949 0.8837  0.391

Cartesian forces (eV/Å) of the 3 atoms listed first:
H 0.1 -0.3 0.1
N 1.5 -2.5 1.8
H 0.1 -0.2 1.1